[1]
{"formula": "C4H9BO", "method": "wB97M-V/def2-TZVPD", "elements": ["B", "C", "C", "C", "C", "O", "H", "H", "H", "H", "H", "H", "H", "H", "H"], "xyz": [[0.39822, -0.44850, -0.18223], [-0.44784, 0.27898, -1.21142], [1.70796, -0.01519, 0.55456], [-0.87229, -1.70914, 1.04494], [-0.90049, 1.64366, -0.98691], [-0.72949, -0.26142, -2.26075], [2.50502, -0.79576, 0.31883], [1.84783, 0.17352, 1.60931], [2.22756, 1.00866, 0.17889], [-1.73756, -1.17252, 1.47111], [0.05089, -1.86907, 1.80367], [-1.11444, -2.75577, 0.68842], [-0.28316, 2.19723, -1.75629], [-2.00433, 1.72273, -1.27911], [-0.64789, 2.00258, 0.00697]], "forces_ev_per_a": [[-2.005, -1.292, 4.395], [0.174, -1.039, -1.102], [2.914, 1.468, -2.096], [4.367, 0.019, -0.233], [-0.836, 1.673, -0.918], [-0.170, -0.732, -0.962], [-0.792, 0.705, 0.209], [-0.971, -0.670, 0.571], [-1.338, -2.218, 0.114], [0.643, -0.156, -0.286], [-2.577, 0.442, -1.193], [0.117, 1.513, -0.051], [-0.781, -0.103, 0.873], [1.580, 0.091, 0.603], [-0.325, 0.299, 0.077]], "homo_lumo_gap_ha": 0.3275, "total_energy_ha": -257.77563, "de_lowest_kj_mol": 392.5, "homo_energy_ev": -8.954, "total_charge": 0}

[2]
{"formula": "C3H9O2", "method": "wB97M-V/def2-TZVPD", "elements": ["C", "O", "C", "C", "H", "H", "H", "H", "H", "H", "H", "H", "H", "O"], "xyz": [[-0.41883, -0.57546, 0.51308], [-0.66123, -1.51398, -0.55369], [0.98348, -0.04071, 0.57127], [1.53062, 1.07489, 1.60899], [-1.06960, 0.28585, 0.37593], [-0.64698, -1.08353, 1.51312], [1.65317, -0.85370, 0.74759], [1.26295, 0.22362, -0.41216], [1.04318, 2.14771, 1.34159], [0.87366, 0.97041, 2.44803], [2.57598, 1.37904, 1.78822], [-1.14190, -0.22071, -1.45440], [-2.01576, 0.56703, -2.45233], [-1.22706, 0.74297, -1.95326]], "forces_ev_per_a": [[-1.253, -1.777, 0.259], [0.425, 2.132, 1.040], [2.848, 0.695, 0.851], [-3.678, 2.688, -1.977], [-0.450, 0.325, 0.453], [0.055, 0.658, -0.687], [0.406, -1.136, 0.260], [0.113, 0.724, -1.312], [1.085, -1.993, -0.188], [0.537, -0.562, 1.519], [-0.354, -1.166, -0.067], [0.682, 1.003, -0.629], [-0.576, 0.158, -0.519], [0.160, -1.750, 0.998]], "homo_lumo_gap_ha": 0.2684, "total_energy_ha": -270.13818, "de_lowest_kj_mol": 124.9, "homo_energy_ev": -3.092, "total_charge": -1}

[3]
{"formula": "C7H16IP", "method": "wB97M-V/def2-TZVPD", "elements": ["C", "C", "C", "P", "I", "C", "C", "C", "C", "H", "H", "H", "H", "H", "H", "H", "H", "H", "H", "H", "H", "H", "H", "H", "H"], "xyz": [[0.21240, 1.88923, 3.21012], [0.78829, 1.94638, 1.80820], [0.42686, 0.61510, 1.07796], [0.72228, 0.70999, -0.92771], [3.12299, 0.36083, -1.03601], [-0.24512, -0.84116, -1.37182], [-1.81111, -0.43644, -1.16151], [0.03505, -1.04040, -2.89572], [0.15293, -2.16454, -0.66803], [-0.93650, 1.79204, 3.21001], [0.63035, 1.08596, 3.84833], [0.48344, 2.75142, 3.84681], [0.13290, 2.63478, 1.34297], [1.80239, 2.26466, 1.78423], [1.03218, -0.20608, 1.37362], [-0.75465, 0.40796, 1.27489], [-2.05248, -0.70940, -0.17752], [-2.04819, 0.58697, -1.30888], [-2.42366, -0.94265, -1.84772], [0.93595, -1.40655, -3.03503], [-0.18793, -0.07850, -3.28361], [-0.65542, -1.78150, -3.44839], [1.22398, -2.13631, -0.54834], [-0.48194, -2.32194, 0.14117], [-0.10500, -2.97987, -1.20802]], "forces_ev_per_a": [[-0.640, -0.233, 1.869], [-2.126, -1.768, 0.154], [-1.625, 1.060, -1.578], [-1.727, 0.364, 2.273], [0.096, -0.446, 0.072], [-0.824, -0.806, -1.258], [2.987, -0.473, -0.188], [-5.770, 0.332, 1.039], [0.302, 3.329, -0.078], [1.787, 0.111, -0.044], [-0.326, -0.166, -0.621], [-0.333, 0.149, -0.646], [-0.046, 1.349, -0.898], [0.859, 0.013, -0.227], [0.260, -0.883, 0.593], [2.927, 0.326, -0.624], [-0.618, -0.322, 1.348], [0.222, 1.234, -0.051], [-0.651, -1.114, -0.930], [4.729, -1.165, -0.871], [0.413, 0.838, -1.242], [0.598, 0.980, 1.250], [0.268, -0.354, 0.755], [-0.238, 0.116, 2.446], [-0.526, -2.471, -2.543]], "homo_lumo_gap_ha": 0.3283, "total_energy_ha": -915.31077, "de_lowest_kj_mol": 5.9, "homo_energy_ev": -8.507, "smiles": "CCCP(I)C(C)(C)C", "total_charge": 0}